# C83H214N14O35

A cluster of 18 separate species, C83H214N14O35 in total in a non-equilibrium geometry (ωB97M-V with the def2-TZVPD basis set, OMol25).

Calculated values
frontier orbital gap	7.6966	eV
highest occupied orbital energy	-0.274	Eh
molecular weight	1968.688	Da

The geometry in XYZ format:
```
346
Properties=species:S:1:pos:R:3:lowdin_charge:R:1
C -4.07 -1.20 6.79 -0.81
O -4.65 -0.18 6.76 0.07
N -3.82 -1.73 7.93 0.17
N -3.49 -1.88 5.83 0.20
H -3.00 -2.31 8.02 0.09
H -4.27 -1.22 8.68 0.12
H -3.54 -1.40 4.95 0.05
H -2.75 -2.53 6.03 0.05
C 3.54 1.67 -4.34 -0.10
O 4.82 2.26 -4.55 -0.15
C 5.77 1.24 -4.76 -0.21
C 7.17 1.98 -4.95 -0.23
N 7.29 2.56 -6.21 -0.06
C 8.47 3.40 -6.27 -0.22
C 8.42 4.35 -7.44 -0.19
O 7.34 5.33 -7.26 -0.21
C 7.65 6.55 -6.55 -0.09
H 2.91 2.47 -3.96 0.10
H 3.64 0.90 -3.57 0.06
H 3.10 1.08 -5.14 0.08
H 5.54 0.51 -5.54 0.10
H 5.99 0.62 -3.90 0.09
H 8.00 1.30 -4.74 0.12
H 7.28 2.70 -4.14 0.11
H 6.55 3.24 -6.25 0.11
H 9.40 2.83 -6.28 0.13
H 8.40 4.08 -5.43 0.11
H 8.15 3.84 -8.37 0.12
H 9.42 4.71 -7.69 0.12
H 6.72 7.11 -6.42 0.09
H 8.30 7.12 -7.20 0.08
H 8.17 6.43 -5.60 0.08
C 5.68 -1.22 -1.15 -0.10
O 5.50 -2.35 -0.32 -0.21
C 6.70 -2.91 0.22 -0.22
C 6.38 -4.28 0.81 -0.18
N 7.62 -4.94 1.39 -0.04
C 8.32 -5.69 0.28 -0.18
C 9.40 -6.49 1.03 -0.22
O 8.87 -7.25 2.12 -0.23
C 8.30 -8.53 1.79 -0.08
H 6.24 -1.50 -2.03 0.08
H 6.20 -0.41 -0.64 0.09
H 4.74 -0.77 -1.48 0.08
H 7.18 -2.23 0.92 0.12
H 7.54 -2.97 -0.48 0.11
H 5.80 -4.93 0.15 0.11
H 5.73 -4.01 1.64 0.11
H 7.32 -5.61 2.08 0.09
H 8.80 -5.02 -0.43 0.11
H 7.53 -6.27 -0.20 0.10
H 10.10 -5.91 1.62 0.12
H 10.03 -7.09 0.38 0.11
H 7.51 -8.49 1.04 0.08
H 7.94 -8.90 2.75 0.09
H 9.11 -9.08 1.31 0.08
C -1.49 -1.45 -6.88 -0.10
O -0.13 -1.87 -7.18 -0.21
C 0.22 -1.43 -8.51 -0.15
C 1.79 -1.77 -8.73 -0.18
N 2.46 -0.62 -8.21 -0.08
C 3.86 -0.77 -8.02 -0.22
C 4.29 -1.73 -6.91 -0.21
O 3.94 -1.19 -5.60 -0.21
C 4.62 -1.89 -4.53 -0.10
H -1.70 -1.47 -5.81 0.06
H -2.19 -2.16 -7.30 0.09
H -1.75 -0.41 -7.07 0.08
H 0.17 -0.35 -8.69 0.11
H -0.40 -2.03 -9.18 0.11
H 2.06 -1.86 -9.78 0.12
H 2.09 -2.71 -8.26 0.11
H 2.15 -0.46 -7.26 0.07
H 4.43 0.14 -7.87 0.12
H 4.25 -1.11 -8.98 0.12
H 5.37 -1.85 -7.03 0.12
H 4.00 -2.74 -7.16 0.11
H 4.57 -2.98 -4.56 0.09
H 3.96 -1.66 -3.69 0.08
H 5.67 -1.64 -4.37 0.07
C -1.38 -6.69 3.26 -0.08
O -2.16 -5.58 2.76 -0.25
C -3.44 -5.39 3.43 -0.16
C -3.89 -3.90 3.17 -0.20
N -4.61 -3.64 1.93 -0.02
C -3.79 -4.04 0.79 -0.21
C -4.50 -3.84 -0.46 -0.18
O -4.42 -2.41 -0.78 -0.20
C -4.92 -1.97 -2.04 -0.09
H -0.52 -6.82 2.60 0.08
H -1.98 -7.60 3.23 0.08
H -1.10 -6.58 4.31 0.07
H -3.21 -5.45 4.49 0.11
H -4.21 -6.10 3.11 0.12
H -3.07 -3.19 3.32 0.10
H -4.56 -3.78 4.02 0.11
H -4.81 -2.66 1.87 0.07
H -3.32 -5.02 0.92 0.11
H -2.99 -3.30 0.80 0.12
H -5.52 -4.20 -0.47 0.12
H -4.01 -4.38 -1.28 0.11
H -5.91 -2.37 -2.23 0.08
H -4.24 -2.21 -2.85 0.06
H -5.13 -0.90 -2.03 0.09
C -5.29 -8.12 0.60 -0.12
O -5.69 -7.18 -0.35 -0.20
C -6.94 -7.38 -0.99 -0.21
C -7.09 -6.46 -2.15 -0.20
N -6.37 -6.91 -3.36 -0.05
C -6.54 -5.93 -4.43 -0.19
C -5.69 -4.66 -4.40 -0.20
O -4.30 -4.91 -4.65 -0.17
C -3.45 -3.77 -4.80 -0.12
H -5.09 -9.10 0.16 0.10
H -6.03 -8.08 1.40 0.09
H -4.45 -7.86 1.24 0.07
H -7.82 -7.35 -0.34 0.12
H -6.96 -8.42 -1.33 0.12
H -6.54 -5.55 -1.90 0.09
H -8.14 -6.31 -2.42 0.13
H -5.41 -7.00 -3.03 0.05
H -7.60 -5.71 -4.56 0.12
H -6.31 -6.50 -5.33 0.11
H -5.86 -4.23 -3.41 0.08
H -6.10 -3.92 -5.08 0.12
H -2.67 -4.03 -5.52 0.08
H -2.91 -3.38 -3.93 0.07
H -3.86 -2.91 -5.32 0.08
C -8.48 3.49 7.64 -0.12
O -8.98 2.53 6.72 -0.20
C -8.19 1.36 6.46 -0.19
C -7.05 1.67 5.46 -0.22
N -6.58 0.50 4.78 -0.06
C -6.11 0.79 3.42 -0.17
C -5.30 -0.39 2.76 -0.17
O -4.12 -0.65 3.49 -0.25
C -2.96 0.15 3.37 -0.06
H -7.40 3.58 7.52 0.07
H -8.72 3.20 8.66 0.08
H -8.92 4.48 7.56 0.08
H -8.92 0.67 6.02 0.11
H -7.94 0.67 7.27 0.12
H -6.20 2.15 5.94 0.11
H -7.33 2.47 4.78 0.11
H -5.87 0.12 5.39 0.05
H -5.65 1.78 3.44 0.10
H -7.01 0.94 2.84 0.11
H -5.11 -0.26 1.69 0.12
H -5.96 -1.26 2.74 0.12
H -2.22 -0.22 4.08 0.08
H -3.12 1.21 3.57 0.08
H -2.57 0.07 2.36 0.08
C 2.01 1.67 -0.96 -0.09
O 2.76 2.89 -0.98 -0.17
C 4.19 2.53 -0.90 -0.16
C 5.20 3.74 -0.87 -0.17
N 5.08 4.53 0.34 -0.10
C 6.14 5.52 0.56 -0.18
C 6.01 6.17 1.96 -0.19
O 7.00 7.19 2.08 -0.21
C 6.96 8.17 3.10 -0.10
H 1.87 1.26 -1.96 0.07
H 0.98 1.98 -0.79 0.08
H 2.23 0.99 -0.14 0.07
H 4.56 1.96 -1.75 0.09
H 4.39 1.89 -0.03 0.11
H 5.09 4.38 -1.74 0.13
H 6.21 3.34 -0.89 0.11
H 5.05 3.92 1.15 0.11
H 6.18 6.24 -0.26 0.13
H 7.09 5.00 0.52 0.11
H 6.15 5.44 2.75 0.12
H 5.02 6.60 2.10 0.11
H 7.74 8.92 3.02 0.09
H 7.14 7.66 4.05 0.08
H 5.97 8.63 3.16 0.08
C 0.40 1.65 3.03 -0.08
O 0.07 1.37 4.41 -0.19
C 0.78 0.24 4.95 -0.19
C 0.44 0.20 6.44 -0.20
N 1.32 -0.65 7.19 -0.07
C 0.89 -0.69 8.58 -0.17
C 1.97 -1.42 9.43 -0.17
O 1.94 -2.85 9.29 -0.22
C 3.03 -3.60 9.62 -0.13
H -0.09 2.58 2.74 0.08
H 0.10 0.85 2.35 0.07
H 1.45 1.87 2.82 0.07
H 1.84 0.47 4.86 0.11
H 0.57 -0.69 4.42 0.10
H -0.63 0.17 6.60 0.13
H 0.59 1.19 6.86 0.12
H 2.23 -0.23 7.07 0.10
H -0.01 -1.31 8.54 0.11
H 0.69 0.30 8.97 0.12
H 1.81 -1.34 10.50 0.12
H 2.98 -1.04 9.29 0.12
H 3.32 -3.41 10.65 0.09
H 3.82 -3.53 8.87 0.09
H 2.68 -4.64 9.63 0.09
C 2.84 -6.40 0.06 -0.11
O 2.74 -5.58 1.20 -0.15
C 1.80 -4.62 0.95 -0.26
C 2.03 -3.42 1.86 -0.16
N 2.79 -2.46 1.03 -0.05
C 2.93 -1.15 1.68 -0.16
C 3.82 -1.08 2.97 -0.21
O 3.17 -1.60 4.09 -0.19
C 4.01 -1.37 5.20 -0.11
H 3.73 -7.03 0.14 0.08
H 2.89 -5.97 -0.94 0.09
H 1.99 -7.08 0.02 0.08
H 0.90 -5.06 1.38 0.12
H 1.66 -4.22 -0.05 0.12
H 2.60 -3.78 2.71 0.11
H 1.08 -3.06 2.26 0.11
H 3.71 -2.74 0.74 0.09
H 1.93 -0.72 1.71 0.10
H 3.39 -0.49 0.94 0.09
H 4.25 -0.08 3.00 0.12
H 4.70 -1.73 2.93 0.11
H 5.08 -1.51 5.07 0.09
H 3.70 -2.04 5.99 0.08
H 3.87 -0.35 5.57 0.08
C -4.60 9.52 5.64 -0.15
O -4.67 8.15 5.84 -0.19
C -5.96 7.64 5.39 -0.18
C -6.09 6.06 5.63 -0.17
N -5.31 5.18 4.75 -0.07
C -3.87 5.43 4.64 -0.21
C -3.26 4.49 3.60 -0.21
O -3.78 4.60 2.26 -0.16
C -2.90 3.91 1.33 -0.08
H -4.78 9.89 4.62 0.08
H -3.70 10.09 5.88 0.08
H -5.40 9.97 6.23 0.08
H -6.23 7.81 4.35 0.12
H -6.77 8.05 6.00 0.11
H -7.15 5.87 5.53 0.11
H -5.74 5.82 6.64 0.11
H -5.62 5.16 3.79 0.10
H -3.49 5.16 5.63 0.12
H -3.62 6.48 4.46 0.11
H -3.32 3.48 4.02 0.10
H -2.20 4.74 3.72 0.11
H -1.96 4.39 1.06 0.07
H -3.53 3.80 0.45 0.06
H -2.69 2.87 1.57 0.07
C -3.76 4.61 -2.67 -0.09
O -2.94 3.60 -3.25 -0.20
C -3.09 2.26 -2.77 -0.17
C -2.21 1.23 -3.58 -0.19
N -0.82 1.55 -3.44 -0.02
C 0.01 0.69 -4.29 -0.20
C 0.22 1.26 -5.65 -0.19
O 0.82 2.64 -5.51 -0.22
C 0.99 3.19 -6.89 -0.06
H -3.97 4.37 -1.62 0.07
H -4.71 4.83 -3.15 0.07
H -3.30 5.59 -2.70 0.07
H -4.13 2.06 -3.03 0.11
H -3.00 2.28 -1.69 0.11
H -2.54 1.27 -4.62 0.11
H -2.43 0.20 -3.27 0.10
H -0.69 2.42 -3.93 0.09
H -0.27 -0.35 -4.45 0.10
H 1.00 0.61 -3.85 0.10
H -0.69 1.43 -6.22 0.11
H 0.89 0.62 -6.22 0.09
H 1.55 2.50 -7.54 0.07
H 1.47 4.16 -6.77 0.09
H 0.07 3.31 -7.46 0.08
C -6.63 7.19 -3.75 -0.11
O -5.23 7.25 -3.60 -0.24
C -4.71 8.47 -4.21 -0.19
C -3.16 8.43 -4.19 -0.21
N -2.53 8.78 -2.94 -0.06
C -1.10 8.99 -3.03 -0.20
C -0.32 7.66 -3.12 -0.24
O -0.87 6.82 -2.17 -0.20
C -0.29 5.46 -2.00 -0.03
H -6.94 6.29 -3.22 0.09
H -6.78 7.07 -4.82 0.09
H -7.01 8.10 -3.29 0.09
H -5.05 9.36 -3.68 0.12
H -5.00 8.52 -5.25 0.11
H -2.94 9.18 -4.95 0.12
H -2.87 7.42 -4.48 0.11
H -2.70 8.00 -2.32 0.10
H -0.82 9.47 -2.09 0.11
H -0.83 9.68 -3.83 0.12
H 0.76 7.70 -3.00 0.12
H -0.54 7.27 -4.12 0.11
H -0.14 4.85 -2.89 0.09
H -1.02 4.79 -1.54 0.07
H 0.54 5.39 -1.30 0.06
C 1.13 5.28 1.51 -0.27
C 1.76 6.54 0.92 -0.18
O 2.58 6.09 -0.20 -0.10
O 2.03 4.26 1.86 -0.07
H 0.42 4.78 0.84 0.09
H 0.57 5.53 2.41 0.12
H 2.33 7.05 1.69 0.11
H 0.96 7.19 0.53 0.12
H 3.32 5.60 0.16 0.02
H 2.44 4.08 1.02 0.04
C -2.16 -6.85 -1.37 -0.19
C -2.89 -7.28 -2.68 -0.22
O -2.58 -8.61 -3.08 -0.05
O -0.81 -6.52 -1.71 -0.07
H -2.17 -7.69 -0.68 0.12
H -2.68 -6.01 -0.93 0.09
H -2.55 -6.58 -3.44 0.10
H -3.97 -7.15 -2.55 0.08
H -3.10 -8.83 -3.86 0.09
H -0.24 -7.29 -1.65 0.08
C -0.39 -1.94 -0.09 -0.21
C -1.61 -1.07 -0.51 -0.21
O -1.31 0.32 -0.39 -0.08
O 0.81 -1.51 -0.73 -0.08
H -0.59 -2.97 -0.37 0.11
H -0.31 -1.88 1.00 0.11
H -2.42 -1.12 0.22 0.10
H -1.93 -1.33 -1.52 0.10
H -0.77 0.50 -1.16 0.04
H 1.50 -1.87 -0.18 0.02
C 0.67 -3.68 -3.25 -0.24
C 0.19 -4.69 -4.32 -0.24
O 0.39 -4.10 -5.57 -0.05
O -0.01 -2.47 -3.35 -0.08
H 1.73 -3.42 -3.25 0.12
H 0.33 -4.04 -2.29 0.09
H -0.82 -4.96 -4.03 0.09
H 0.84 -5.56 -4.31 0.12
H -0.25 -3.39 -5.61 0.04
H 0.17 -1.99 -2.53 0.04
C 0.83 -3.59 5.23 -0.21
C -0.67 -3.94 5.60 -0.17
O -1.28 -3.13 6.60 -0.10
O 1.61 -3.66 6.40 -0.06
H 0.96 -2.64 4.70 0.08
H 1.14 -4.30 4.46 0.11
H -0.74 -4.96 5.98 0.11
H -1.31 -3.94 4.72 0.10
H -0.83 -3.39 7.40 0.10
H 1.51 -2.83 6.86 0.03
```